This record from OMol25 describes a single C6H4O3S2 molecule in a non-equilibrium geometry. The level of theory is ωB97M-V with the def2-TZVPD basis set.

Results
Highest occupied orbital energy = -10.14 eV
DFT total energy = -34097.5358 eV
HOMO-LUMO gap = 9.319 eV
SMILES = O=C1CS(=O)(=O)c2cscc21
LUMO energy = -0.8 eV
Total charge = 0
Energy above the lowest of the compared OMol25 structures with the same formula, charge and spin = 162.5 kJ/mol

Last column: Löwdin charge in e.
Element x y z (Å)
S (-2.89263, -1.29392, 0.15129)  1.080
S (1.32748, -1.16993, 0.14136)  0.725
O (0.12232, 2.51666, 0.44932)  0.097
O (1.78445, -1.99025, -0.99101)  -0.317
O (1.78936, -1.68908, 1.40125)  -0.301
C (0.20744, 1.31538, 0.20438)  -0.342
C (1.61149, 0.70927, 0.05006)  -0.077
C (-1.32124, -1.95517, -0.05530)  -0.314
C (-0.92144, 0.33563, 0.22275)  -0.230
C (-0.38340, -0.95074, 0.11119)  -0.381
C (-2.28546, 0.32914, 0.16866)  -0.272
H (2.02029, 0.91754, -0.99431)  0.142
H (-1.01561, -2.89224, -0.29362)  0.058
H (2.26885, 1.06532, 0.80793)  0.099
H (-2.81761, 1.10099, 0.45354)  0.033


This record from OMol25 describes 2 unconnected molecules or ions with the total composition C15H15N2O in a non-equilibrium geometry. The level of theory is ωB97M-V with the def2-TZVPD basis set.

Results
Highest occupied orbital energy = -11.40 eV
DFT total energy = -20818.2770 eV
HOMO-LUMO gap = 6.440 eV
LUMO energy = -5.0 eV
Total charge = +1
Energy above the lowest of the compared OMol25 structures with the same formula, charge and spin = 176.8 kJ/mol

Last column: Löwdin charge in e.
Element x y z (Å)
O (-0.43269, -1.29940, 0.46784)  0.114
N (-0.97379, 3.03104, -2.00471)  -0.083
N (0.01909, 4.04842, -2.35449)  -0.052
C (-0.81973, 1.44363, 0.28556)  0.054
C (3.12915, -0.44949, 0.65091)  -0.002
C (-1.94996, 0.59369, 0.34532)  -0.138
C (3.20351, -3.24077, 0.51306)  -0.048
C (4.39164, -2.51106, 0.58804)  -0.040
C (-1.72102, -0.78926, 0.41917)  -0.139
C (1.96879, -2.59005, 0.50907)  0.013
C (-4.04115, -1.28762, 0.35817)  -0.021
C (-2.73818, -1.73147, 0.39027)  0.021
C (1.90524, -1.16869, 0.57959)  -0.134
C (-3.29953, 1.01703, 0.46013)  0.007
C (-4.32058, 0.09548, 0.41693)  -0.040
C (0.64019, -0.46421, 0.52394)  -0.124
C (4.34440, -1.11926, 0.65631)  -0.053
C (0.46046, 0.90690, 0.47119)  0.038
H (-4.84931, -2.02041, 0.29383)  0.128
H (0.92249, 3.58025, -2.30882)  0.062
H (1.03942, -3.16567, 0.44772)  0.124
H (-5.34947, 0.42255, 0.39978)  0.117
H (5.25594, -0.54513, 0.71470)  0.113
H (-2.47192, -2.79989, 0.36011)  0.144
H (-3.50928, 2.08263, 0.53981)  0.130
H (3.07637, 0.63938, 0.70086)  0.109
H (3.23861, -4.32790, 0.45899)  0.117
H (1.30909, 1.55173, 0.67906)  0.122
H (-1.86867, 3.49145, -2.10639)  0.077
H (-0.94650, 2.54097, 0.31758)  0.125
H (-0.03002, 4.74862, -1.61883)  0.063
H (5.34748, -3.02791, 0.59300)  0.119
H (-0.93006, 2.34441, -2.74770)  0.079


This record from OMol25 describes a molecular structure, C21H42BrNO2Pt in a non-equilibrium geometry. The level of theory is ωB97M-V with the def2-TZVPD basis set.

Results
Highest occupied orbital energy = -14.28 eV
DFT total energy = -101306.5781 eV
HOMO-LUMO gap = 1.714 eV
LUMO energy = -12.6 eV
Total charge = +2

Last column: Löwdin charge in e.
Element x y z (Å)
Pt (1.85628, -0.61200, 0.49956)  0.854
Br (7.06907, -5.27679, -1.90077)  0.893
O (6.05923, -3.58706, 1.16934)  0.027
O (7.93549, -4.77030, 1.11944)  0.202
N (7.23148, -3.78752, -0.82030)  -0.313
C (-1.39316, -2.25427, 0.73433)  -0.161
C (-0.65245, -2.80839, 1.99130)  -0.157
C (-2.03883, -0.85322, 0.96574)  -0.190
C (0.83559, -2.86000, 1.85911)  -0.179
C (-3.85326, 2.83708, -2.86794)  -0.181
C (-4.09307, 0.47968, 0.25088)  -0.197
C (1.42389, -4.14573, 1.29765)  -0.149
C (-4.42527, 2.07695, -1.66157)  -0.192
C (-1.85757, 3.81968, -1.59955)  -0.200
C (-1.51892, 6.37879, 0.17527)  -0.234
C (-2.33668, 3.03900, -2.84884)  -0.192
C (5.48192, -4.37937, 2.22445)  -0.130
C (-3.51184, 0.99970, -1.07254)  -0.218
C (-3.54294, -0.90011, 0.65186)  -0.193
C (-1.88406, 7.82527, -0.29125)  -0.084
C (2.77665, -3.78973, 0.64260)  -0.211
C (7.11319, -4.12632, 0.60497)  -0.681
C (4.45240, -5.40300, 1.71650)  -0.139
C (3.71868, -4.97253, 0.44482)  -0.184
C (-0.47493, 5.76310, -0.77411)  -0.198
C (-1.19601, 5.16025, -2.00625)  -0.179
H (-1.06400, -3.78956, 2.23750)  0.152
H (-3.90766, 1.20110, 1.05074)  0.123
H (3.25726, -2.96331, 1.19160)  0.097
H (-2.22293, -2.92017, 0.51865)  0.108
H (1.52768, -4.87000, 2.10381)  0.144
H (-4.17462, 2.35740, -3.79477)  0.120
H (-2.70547, 4.03574, -0.95114)  0.101
H (-0.76269, -2.22615, -0.15825)  0.107
H (-1.32976, 8.05703, -1.20074)  0.069
H (4.86061, -6.40769, 1.64655)  0.127
H (3.70007, -5.46576, 2.50880)  0.114
H (-4.30161, 3.83436, -2.87458)  0.124
H (-2.05631, 3.60714, -3.73593)  0.113
H (1.27551, -2.69703, 2.84682)  0.146
H (-2.94541, 7.88519, -0.51943)  0.070
H (-3.41871, 0.16313, -1.77188)  0.128
H (-2.50094, 1.35113, -0.86033)  0.080
H (8.19720, -3.47257, -0.94167)  0.083
H (0.27812, 6.49155, -1.06818)  0.116
H (-1.81001, 2.08495, -2.90009)  0.106
H (-4.70847, 2.76479, -0.86180)  0.115
H (2.53736, -3.38540, -0.35105)  0.116
H (-0.01044, 4.93658, -0.22624)  0.098
H (-1.63779, 8.55644, 0.47515)  0.074
H (-4.10417, -1.28619, 1.50227)  0.125
H (-5.17901, 0.43222, 0.16143)  0.119
H (-3.71616, -1.56945, -0.19379)  0.113
H (1.22867, -1.93448, 1.18304)  0.010
H (-2.44755, 5.81467, 0.21996)  0.092
H (-1.95986, -0.53744, 2.00693)  0.115
H (-1.54508, -0.12611, 0.32010)  0.090
H (-5.34845, 1.57242, -1.94988)  0.123
H (-1.96949, 5.82760, -2.38744)  0.124
H (4.41678, -4.82027, -0.37476)  0.081
H (3.11001, -5.82607, 0.13555)  0.130
H (-1.12096, 3.27935, -1.00104)  0.099
H (0.70223, -4.49421, 0.56238)  0.134
H (6.21148, -4.86423, 2.86753)  0.136
H (-0.47312, 4.95372, -2.79921)  0.116
H (-0.89212, -2.16237, 2.83354)  0.118
H (-1.11146, 6.43710, 1.18606)  0.105
H (4.94637, -3.67831, 2.85910)  0.125


This record from OMol25 describes 3 unconnected molecules or ions with the total composition C5H9NO in a non-equilibrium geometry. The level of theory is ωB97M-V with the def2-TZVPD basis set.

Results
Highest occupied orbital energy (spin up / spin down) = -8.65 / -8.65 eV
DFT total energy = -8862.2412 eV
HOMO-LUMO gap (spin up / spin down) = 8.094 / 8.093 eV
LUMO energy (spin up / spin down) = -0.6 / -0.6 eV
Total charge = 0
Energy above the lowest of the compared OMol25 structures with the same formula, charge and spin = 672.6 kJ/mol

Last column: Löwdin charge in e.
Element x y z (Å)
O (2.87524, -0.14550, 0.61330)  -0.014
N (1.89989, -0.66118, 0.10475)  -0.080
C (-1.53776, -0.99035, -0.56825)  -0.037
C (0.78188, 0.19889, 0.05640)  -0.248
C (-0.52843, 0.05268, -0.25063)  -0.190
C (-0.84726, 1.44739, 0.24919)  -0.115
C (0.66781, 1.60504, 0.56874)  -0.109
H (-1.49195, 1.39263, 1.13440)  0.119
H (-2.29224, -0.61321, -1.26952)  0.087
H (1.76194, -2.66399, -0.17850)  0.078
H (1.20313, 2.34424, -0.02971)  0.111
H (1.04693, -2.72208, -1.05207)  0.028
H (0.92090, 1.72447, 1.62730)  0.114
H (-1.15235, -1.94345, -0.93175)  0.044
H (-1.27216, 2.16399, -0.46324)  0.116
H (-2.03558, -1.18956, 0.38959)  0.095


This record from OMol25 describes 3 unconnected molecules or ions with the total composition C5H15NO2 in a non-equilibrium geometry. The level of theory is ωB97M-V with the def2-TZVPD basis set.

Results
Highest occupied orbital energy = -7.81 eV
DFT total energy = -11012.5805 eV
HOMO-LUMO gap = 8.569 eV
SMILES = C=C(N)CCC.O.O
LUMO energy = 0.8 eV
Total charge = 0
Energy above the lowest of the compared OMol25 structures with the same formula, charge and spin = 131.8 kJ/mol

Last column: Löwdin charge in e.
Element x y z (Å)
O (-1.81347, 3.24892, -3.52757)  -0.065
O (-3.97940, -2.18397, 3.64282)  -0.068
N (0.17777, 1.38352, -1.68233)  0.083
C (1.54946, -0.47827, -2.21651)  0.013
C (0.75508, -0.89790, 0.93710)  -0.224
C (1.20941, -0.80879, 2.43397)  -0.108
C (1.31714, 0.30711, 0.16838)  -0.187
C (1.03800, 0.34763, -1.30212)  -0.434
H (-3.05657, -2.18048, 3.93581)  0.032
H (1.29410, -1.76656, 0.59775)  0.090
H (2.18521, -1.34778, -2.10296)  0.049
H (-0.46466, 1.65651, -0.94278)  0.089
H (0.32387, -0.80270, 3.08153)  0.059
H (1.25143, -0.33560, -3.24201)  0.039
H (-1.19896, 3.40772, -4.25821)  0.041
H (0.91174, 1.21282, 0.60570)  0.103
H (-0.24814, 1.32395, -2.59121)  0.067
H (-2.67130, 3.33769, -3.96305)  0.038
H (-0.31714, -1.04363, 0.86032)  0.105
H (-4.19865, -3.12425, 3.71023)  0.036
H (1.77632, -1.68389, 2.70811)  0.056
H (1.78302, 0.07482, 2.71814)  0.067
H (2.37573, 0.35312, 0.42887)  0.119


This record from OMol25 describes a molecular structure, C13H23BrIN5O2Pt. The level of theory is ωB97M-V with the def2-TZVPD basis set.

Results
Highest occupied orbital energy = -13.15 eV
DFT total energy = -106775.9214 eV
HOMO-LUMO gap = 6.932 eV
LUMO energy = -6.2 eV
Total charge = +2
Energy above the lowest of the compared OMol25 structures with the same formula, charge and spin = 0.0 kJ/mol

Last column: Löwdin charge in e.
Element x y z (Å)
Pt (0.63402, 1.95214, 0.25147)  1.137
I (-3.46495, 0.53836, 0.28721)  1.056
Br (-4.50396, -2.30905, 2.04657)  0.741
O (-2.55234, 3.35054, 1.93362)  0.108
O (-0.77170, 2.04744, 1.59159)  -0.297
N (2.22419, 1.73317, -1.09496)  -0.080
N (0.60891, 4.01997, 0.52418)  -0.078
N (2.47209, 0.43381, 2.34560)  0.212
N (-0.58416, 4.29203, 1.25441)  0.032
N (0.10364, -0.03419, 0.12558)  -0.059
C (-4.66655, -3.58850, -0.46031)  -0.121
C (3.71499, 0.09129, 0.16044)  -0.073
C (1.88260, -0.70714, -1.42373)  -0.090
C (3.02525, -0.58053, 1.35670)  -0.250
C (1.93660, -1.56510, 0.94236)  -0.077
C (2.89689, 0.38884, -1.10697)  -0.318
C (-1.41430, 3.21868, 1.60856)  -0.710
C (-3.84371, -1.41941, -1.97284)  -0.172
C (-4.35328, -2.38890, 0.16963)  -0.753
C (1.04896, -1.13029, -0.22102)  -0.310
C (-4.15391, -2.61701, -2.59589)  -0.076
C (-4.56575, -3.70289, -1.83585)  -0.063
C (-3.93999, -1.30006, -0.58901)  -0.745
H (1.78739, 1.05432, 1.86144)  0.068
H (0.44262, -1.99495, -0.49759)  0.166
H (-0.63850, -0.02563, -0.58342)  0.062
H (1.98561, -0.03108, 3.11640)  0.178
H (1.87672, 1.89151, -2.04127)  0.118
H (0.56127, 4.48650, -0.38184)  0.128
H (3.61855, 0.42422, -1.92507)  0.157
H (1.33659, -1.87466, 1.80312)  0.140
H (2.94235, 2.44305, -0.96237)  0.113
H (-0.44074, -0.22924, 0.97264)  0.086
H (-0.97851, 5.21537, 1.15298)  0.166
H (1.22760, -0.38243, -2.23727)  0.137
H (4.47648, -0.62429, -0.15802)  0.147
H (1.39882, 4.41843, 1.02901)  0.126
H (-3.56421, -0.55804, -2.56581)  0.088
H (-4.81847, -4.64025, -2.31217)  0.117
H (4.28026, 0.97233, 0.47970)  0.134
H (2.44795, -2.47066, 0.60845)  0.150
H (-4.99589, -4.42670, 0.13782)  0.107
H (-4.09613, -2.69398, -3.67316)  0.112
H (3.78533, -1.10632, 1.93279)  0.162
H (3.21364, 1.00763, 2.75092)  0.175
H (2.41774, -1.57836, -1.80464)  0.148


This record from OMol25 describes a gas-phase ion, C2IN2O (charge +1) in a non-equilibrium geometry. The level of theory is ωB97M-V with the def2-TZVPD basis set.

Results
Highest occupied orbital energy (spin up / spin down) = -14.58 / -14.89 eV
DFT total energy = -15185.7115 eV
HOMO-LUMO gap (spin up / spin down) = 7.034 / 7.496 eV
LUMO energy (spin up / spin down) = -7.5 / -7.4 eV
Total charge = +1
Energy above the lowest of the compared OMol25 structures with the same formula, charge and spin = 484.2 kJ/mol

Last column: Löwdin charge in e.
Element x y z (Å)
I (2.93110, 0.04637, 0.01779)  1.233
O (0.09340, -0.88599, 0.00093)  -0.027
N (-1.36376, 1.47402, -0.04128)  0.375
N (-1.49265, 0.40928, 0.26358)  0.041
C (0.99672, -0.19193, -0.42439)  -0.554
C (-1.16482, -0.85176, 0.18339)  -0.068


This record from OMol25 describes a molecular structure, C13H19ClN2O2PbS in a non-equilibrium geometry. The level of theory is ωB97M-V with the def2-TZVPD basis set.

Results
Highest occupied orbital energy (spin up / spin down) = -15.36 / -15.25 eV
DFT total energy = -49449.9355 eV
HOMO-LUMO gap (spin up / spin down) = 4.978 / 6.229 eV
LUMO energy (spin up / spin down) = -10.4 / -9.0 eV
Total charge = +2
Energy above the lowest of the compared OMol25 structures with the same formula, charge and spin = 0.0 kJ/mol

Last column: Löwdin charge in e.
Element x y z (Å)
Pb (-0.03384, -0.20236, 0.26142)  0.980
Cl (-0.72539, -2.55626, 0.87616)  0.025
S (0.68158, 3.01225, 0.22298)  0.954
O (-3.06672, 0.50345, 2.10900)  0.149
O (2.19505, -0.82507, 2.87747)  0.166
N (2.52386, 2.34272, 2.04783)  -0.179
N (0.41879, 3.06366, 2.81523)  -0.162
C (0.73430, 3.17723, 4.23776)  -0.004
C (-0.90493, 3.58754, 2.41260)  -0.050
C (0.31229, -1.57977, -2.09148)  -0.126
C (0.83107, 0.63191, -2.40384)  -0.130
C (-2.25078, 0.31495, 1.32138)  -0.095
C (-2.29208, -1.46110, -2.20870)  -0.022
C (1.72638, -0.62597, 1.86633)  -0.136
C (-0.91615, -0.87975, -2.30205)  -0.337
C (1.27647, 2.82003, 1.82230)  -0.654
C (3.20443, 2.01468, 3.28057)  -0.035
C (1.38915, -0.65225, -2.13934)  -0.126
C (-0.57140, 0.48764, -2.50071)  -0.119
C (3.42807, 2.17459, 0.89860)  -0.028
H (2.53853, 1.92611, 4.13203)  0.069
H (0.79711, 2.19815, 4.73291)  0.110
H (-0.80498, 4.40650, 1.67803)  0.093
H (-1.33540, 3.95321, 3.34106)  0.105
H (3.77004, 1.08160, 3.11836)  0.102
H (2.87463, 2.40829, -0.02016)  0.039
H (2.44533, -0.87305, -1.98817)  0.125
H (-2.66610, -1.72455, -3.20083)  0.114
H (-1.53967, 2.81079, 1.96061)  0.063
H (-0.12645, 3.72015, 4.63894)  0.103
H (-2.33812, -2.36243, -1.59299)  0.073
H (3.95188, 2.79991, 3.47130)  0.129
H (1.39917, 1.56165, -2.47587)  0.118
H (-3.02746, -0.77595, -1.77595)  0.094
H (-1.31191, 1.27921, -2.60787)  0.129
H (1.64893, 3.75075, 4.42706)  0.118
H (4.26277, 2.86563, 1.04795)  0.123
H (0.36347, -2.64173, -1.88076)  0.120
H (3.80726, 1.14889, 0.88688)  0.104